DFT (ωB97M-V/def2-TZVPD) results for C6H5NNdO5 as an isolated structure.

The geometry in ORCA input format:
```
! wB97M-V def2-TZVPD RIJCOSX def2/J DEFGRID3
* xyz 3 4
H 1.40868 -3.28362 1.84805
H 1.90076 -3.20720 -0.31181
C -0.86288 2.81852 1.79222
H 0.70532 -2.50665 -1.48760
C 0.78765 2.41629 -0.55844
O -0.44285 0.82374 -3.37065
O -0.40205 -0.99973 0.55640
C -0.67700 0.95234 -2.24633
N 0.67142 -2.58505 1.78662
H 0.19618 -2.26561 2.64201
O 1.80458 2.92091 -0.78333
C 0.50046 -1.92950 0.62254
H 2.00430 -1.50619 -0.79090
C -3.07763 2.73982 -0.77364
Nd -1.17786 0.98129 0.11296
O -3.96740 3.37660 -1.12764
O -0.67247 3.57100 2.65482
C 1.30079 -2.31694 -0.56525
*
```

The strongest force on any atom is 7.91 eV/Å. The calculation puts the gap between HOMO and LUMO (spin up / spin down) at 8.42 / 8.58 eV. Its energy is -1222.8640 hartree.

Results of the Löwdin charge analysis, in e, for atoms 1 through 6:
1 H 0.165
2 H 0.123
3 C -0.021
4 H 0.132
5 C -0.032
6 O 0.262

---

DFT (ωB97M-V/def2-TZVPD) results for an isolated ion of composition C4H11NOS and charge -1.

The geometry in ORCA input format:
```
! wB97M-V def2-TZVPD RIJCOSX def2/J DEFGRID3
* xyz -1 2
H 1.02233 1.45423 0.62578
H 2.29641 -1.33259 -0.07047
H 0.50300 -1.14149 1.19488
S 1.34094 -1.91019 -2.19083
H -0.35164 -1.92719 -0.06614
C 1.48989 -0.94643 -0.68997
H -0.79551 0.39804 -1.00009
H -1.39356 2.85522 0.48080
C 0.21357 -1.02927 0.15286
H -2.72037 -0.43546 0.10592
H -2.33794 0.63908 1.31941
H 1.74296 0.10581 -0.84312
C -0.69400 0.20753 0.06544
C -0.06287 1.43106 0.68270
H 2.58789 -2.43953 -2.27692
O -0.52633 2.66890 0.10230
N -1.98660 -0.03058 0.65705
H -0.32818 1.43284 1.75041
*
```

The strongest force on any atom is 1.14 eV/Å. The calculation puts the gap between HOMO and LUMO (spin up / spin down) at 1.73 / 7.79 eV. Its energy is -687.1196 hartree.

Results of the Löwdin charge analysis, in e, for atoms 1 through 6:
1 H 0.110
2 H 0.034
3 H 0.092
4 S 0.210
5 H 0.078
6 C -0.720

---

DFT (ωB97M-V/def2-TZVPD) results for C33H46F3N5O7RuS2Si4Te as an isolated structure.

The geometry in ORCA input format:
```
! wB97M-V def2-TZVPD RIJCOSX def2/J DEFGRID3
* xyz -1 2
C -0.68909 -2.32789 1.80620
C -3.23135 0.18815 2.71189
H -4.14950 1.53045 0.41689
H -0.69353 -7.97068 -0.64521
C -0.09318 0.66091 -5.91998
N 0.73366 -0.81913 -1.56045
H -3.15981 1.67721 5.45165
H 0.47468 4.19732 4.21212
H -3.14733 -0.69997 3.34328
C 1.43654 2.12261 -7.03275
O 4.45183 1.47169 -4.03641
H 3.74721 1.83824 2.53818
O 1.28114 4.65907 -1.34744
C -2.12481 1.44566 5.17913
H -3.11545 -0.13826 1.68603
H 2.95492 -1.62150 3.39422
H -0.45576 -3.39318 1.75887
Si -1.96453 1.45188 3.30721
H 2.67944 -3.16766 -0.17329
Ru 0.59503 1.25064 -1.84772
H 1.48615 4.18666 2.75990
H -1.02359 0.81714 -8.62732
H 1.67733 2.78171 -7.85903
C 2.30920 -1.93312 2.56765
Te 1.36534 1.63088 0.55375
H 2.23956 2.21567 6.47917
N 1.22542 -5.03295 0.73557
C 1.84296 -2.74876 -0.71545
O 3.20198 -0.56920 -3.34620
H -0.92501 -1.83604 4.94109
H -4.24648 0.57911 2.84130
H 0.74085 -1.49883 5.44305
S 1.54157 -6.16556 3.16184
H -0.65867 -1.91403 0.79220
Si 0.23551 0.83080 2.73586
C -0.29095 -2.97146 -1.73806
C -0.16392 -7.10497 -0.25869
H 2.64784 -0.75334 -0.80398
C 0.75460 -3.55009 -1.03151
C 0.83847 0.44790 -4.92086
F -6.07961 3.02704 -2.49840
O 2.36888 -4.97867 3.28968
H -1.68088 1.15714 0.35940
N 2.59083 1.62388 -2.38171
C 2.07736 1.07879 -4.97154
C 0.65411 -4.91002 -0.45784
O 0.25060 -6.06222 3.82491
H 2.21189 4.49087 4.34340
H 3.35275 2.38504 -6.06957
H -1.16717 -3.53945 -2.01986
H -1.12650 -1.10929 -2.39650
H 3.47891 3.43837 -1.71965
H -0.53670 -5.86980 -1.98767
N 0.34775 -7.22245 0.95443
H -1.55586 1.59322 -3.70575
H -1.87384 0.47145 5.60518
C -2.17928 1.54496 -2.82147
H -1.80736 3.90739 3.32874
C -0.82879 1.73796 -8.07390
C -3.61767 1.52990 -0.52212
H -1.48483 2.19773 5.64291
H -4.01844 1.92140 -3.84798
H 3.02447 3.44030 -3.42872
H 3.76035 0.61772 3.81650
H -2.14226 3.38858 1.68476
C 3.53342 1.66227 3.59430
H 0.63177 -0.26088 -4.12469
C 1.01538 -6.15702 1.41185
C -2.38232 3.19352 2.73354
O 0.37673 3.07351 -2.69062
Si 0.54104 -1.50047 2.94819
C -5.76111 1.93952 -1.77152
H 0.31360 -3.09175 4.79702
H 2.67122 -1.44564 1.65693
C 1.54993 1.62736 5.86603
O 2.23662 -7.42217 3.33123
C 1.45098 3.90798 3.81541
C -0.27763 -1.60735 -1.94553
C 1.38398 3.72056 -2.09889
H 0.53874 1.81664 6.22814
C 2.38250 1.90747 -6.03412
H -1.77830 2.07594 -7.65491
H 1.77776 0.57200 6.03268
H -3.44283 3.41399 2.89186
H -1.04980 0.14869 -5.88628
F -6.36787 0.88554 -2.35391
N -1.54132 1.32312 -1.66478
H 2.40499 -3.01991 2.46245
F -6.29931 2.09106 -0.55291
C 2.73625 3.08707 -2.43379
C -3.54284 1.74479 -2.89292
C 1.81747 -1.40627 -1.02705
H -1.70656 -2.21610 2.19079
H -0.48842 2.49066 -8.78406
C -0.07246 -5.94248 -1.01279
C 0.12685 -2.01733 4.70273
Si 1.76449 2.07436 4.05271
C -4.27075 1.73616 -1.71607
C -2.24526 1.32202 -0.54352
H 4.21136 2.28866 4.18254
C 0.19109 1.51151 -6.99025
S 3.22362 0.84605 -3.61976
*
```

The strongest force on any atom is 0.96 eV/Å. The calculation puts the gap between HOMO and LUMO (spin up / spin down) at 6.43 / 6.08 eV. Its energy is -4702.6589 hartree.

Results of the Löwdin charge analysis, in e, for atoms 1 through 6:
1 C -0.184
2 C -0.223
3 H 0.112
4 H 0.107
5 C -0.053
6 N -0.116